# 1
2 unconnected molecules or ions with the total composition C3H9N2O2 in a non-equilibrium geometry, computed with the ωB97M-V functional and the def2-TZVPD basis.

Its largest force on an atom is 4.74 eV Å⁻¹. The energy relative to the best compared isomer or geometry (same formula, charge and spin) is 213.4 kcal/mol. For the molecular weight, the calculation gives 105.12 g/mol. Its total charge is +1. As for the lowest unoccupied orbital energy (alpha / beta): -5.067 / -5.036 eV.

Each line ends with the natural charge from an NBO analysis.
Geometry (Å):
C  -1.461  0.113  -0.049  0.622
C  2.231  -0.051  -0.681  -0.665
C  1.385  -0.846  0.300  -0.084
N  -2.314  -0.957  -0.033  -0.314
N  -1.668  1.450  0.351  -0.776
O  -1.585  -0.481  -1.264  -0.290
O  0.451  -0.150  1.040  -0.513
H  2.020  1.012  -0.340  0.220
H  3.275  -0.458  -0.518  0.251
H  1.806  -0.357  -1.665  0.227
H  2.074  -1.201  1.264  0.238
H  0.815  -1.721  -0.101  0.187
H  -2.043  -1.876  0.311  0.411
H  -2.725  1.782  0.327  0.482
H  -1.051  2.104  -0.269  0.492
H  -1.211  1.636  1.328  0.511



# 2
2 unconnected molecules or ions with the total composition C3H9N2O2S in a non-equilibrium geometry, computed with the ωB97M-V functional and the def2-TZVPD basis.

Its largest force on an atom is 1.60 eV Å⁻¹. The energy relative to the best compared isomer or geometry (same formula, charge and spin) is 18.7 kcal/mol. For the molecular weight, the calculation gives 137.18 g/mol. Its total charge is -1. As for the lowest unoccupied orbital energy: 3.725 eV.

Each line ends with the natural charge from an NBO analysis.
Geometry (Å):
C  1.299  -0.360  0.594  -0.250
C  0.193  -0.721  1.548  -0.557
S  -0.452  0.744  2.490  -0.734
N  1.283  -1.058  -0.695  -0.636
C  0.704  -0.565  -1.838  0.777
N  0.522  0.795  -1.892  -0.871
O  0.424  -1.278  -2.788  -0.683
H  1.464  0.712  0.479  0.202
H  2.279  -0.555  1.044  0.187
H  -0.725  -1.059  1.068  0.196
H  0.521  -1.498  2.243  0.186
H  1.010  -2.034  -0.621  0.389
H  0.795  1.419  -1.150  0.399
H  -0.180  1.151  -2.520  0.404
H  -2.676  1.152  0.493  0.487
H  -1.529  0.820  -0.401  0.475
O  -2.403  1.228  -0.434  -0.971



# 3
2 unconnected molecules or ions with the total composition C3H9N2O2S in a non-equilibrium geometry, computed with the ωB97M-V functional and the def2-TZVPD basis.

Its largest force on an atom is 2.09 eV Å⁻¹. The energy relative to the best compared isomer or geometry (same formula, charge and spin) is 18.7 kcal/mol. For the molecular weight, the calculation gives 137.18 g/mol. As for the expectation value of S²: 0.75. As for the lowest unoccupied orbital energy (alpha / beta): 0.528 / -2.402 eV. The spin multiplicity is 2.

Each line ends with the Löwdin spin population.
Geometry (Å):
N  1.548  0.644  0.337  0.006
C  0.105  0.783  0.618  0.003
C  -0.782  1.319  -0.488  0.110
S  0.019  2.370  -1.715  0.821
C  -0.422  -0.605  1.181  0.000
N  0.412  -1.682  1.093  0.000
O  -1.494  -0.634  1.739  0.000
H  1.974  1.563  0.309  0.000
H  1.623  0.308  -0.621  0.006
H  -0.172  1.380  1.504  0.001
H  -1.496  0.581  -0.884  0.012
H  -1.517  2.075  -0.180  0.037
H  1.197  -1.489  0.501  0.000
H  0.487  -2.484  1.688  0.000
H  -1.254  -1.465  -1.732  0.000
H  0.119  -0.909  -1.678  0.002
O  -0.349  -1.755  -1.671  0.002



# 4
2 unconnected molecules or ions with the total composition C3H9N2O3 in a non-equilibrium geometry, computed with the ωB97M-V functional and the def2-TZVPD basis.

Its largest force on an atom is 2.77 eV Å⁻¹. The energy relative to the best compared isomer or geometry (same formula, charge and spin) is 24.1 kcal/mol. For the molecular weight, the calculation gives 121.12 g/mol. Its total charge is -1. As for the lowest unoccupied orbital energy: 4.092 eV.

Each line ends with the natural charge from an NBO analysis.
Geometry (Å):
N  2.808  -0.897  -0.965  -0.890
C  1.462  -0.512  -0.921  0.856
O  0.729  -1.221  -0.180  -0.816
O  1.110  0.493  -1.675  -0.826
H  3.112  -1.753  -0.549  0.362
H  3.292  -0.692  -1.771  0.358
C  -0.361  1.617  0.879  -0.420
N  -1.171  0.823  -0.016  -0.698
C  -1.821  -0.282  0.692  0.128
O  -2.573  -1.118  -0.183  -0.755
H  -0.795  1.858  1.878  0.165
H  -0.191  2.595  0.437  0.183
H  0.668  1.166  0.963  0.184
H  -0.541  0.490  -0.781  0.433
H  -1.161  -0.877  1.303  0.143
H  -2.540  0.138  1.492  0.114
H  -2.030  -1.827  -0.603  0.480



# 5
2 unconnected molecules or ions with the total composition C3H9N2OP in a non-equilibrium geometry, computed with the ωB97M-V functional and the def2-TZVPD basis.

Its largest force on an atom is 3.71 eV Å⁻¹. The energy relative to the best compared isomer or geometry (same formula, charge and spin) is 85.2 kcal/mol. For the molecular weight, the calculation gives 120.09 g/mol. As for the lowest unoccupied orbital energy (alpha / beta): -0.597 / 0.076 eV.

Each line ends with the natural charge from an NBO analysis.
Geometry (Å):
C  -1.454  0.661  0.371  -0.277
C  -0.811  -0.476  0.257  -0.161
C  -2.943  0.702  0.075  -0.631
N  2.870  -0.221  -1.426  -1.190
N  3.306  -0.658  1.072  -1.153
O  2.442  1.718  0.492  -1.034
P  2.292  0.275  0.092  1.838
H  -1.025  1.534  0.670  0.215
H  -1.090  -1.395  -0.099  0.152
H  -3.223  1.468  -0.596  0.221
H  -3.420  1.154  0.930  0.215
H  -3.269  -0.241  -0.096  0.208
H  3.174  0.513  -2.013  0.414
H  2.313  -1.012  -1.765  0.406
H  3.593  -1.576  0.709  0.390
H  2.956  -0.890  1.981  0.389



# 6
A gas-phase ion, C3H9N2S (charge -1) in a non-equilibrium geometry, computed with the ωB97M-V functional and the def2-TZVPD basis.

Its largest force on an atom is 1.60 eV Å⁻¹. The energy relative to the best compared isomer or geometry (same formula, charge and spin) is 10.5 kcal/mol. For the molecular weight, the calculation gives 105.19 g/mol. Its total charge is -1. As for the SMILES: NCNCC[S-]. As for the lowest unoccupied orbital energy: 4.162 eV.

Each line ends with the natural charge from an NBO analysis.
Geometry (Å):
N  -2.364  -1.296  0.168  -0.849
C  -1.039  -0.853  0.678  -0.047
N  -0.346  0.005  -0.261  -0.669
C  0.722  0.777  0.376  -0.233
C  1.739  1.176  -0.676  -0.535
S  2.835  -0.207  -1.114  -0.729
H  -2.186  -1.968  -0.571  0.340
H  -2.799  -0.484  -0.260  0.347
H  -0.534  -1.803  0.858  0.158
H  -1.245  -0.283  1.577  0.162
H  0.169  -0.585  -0.920  0.379
H  0.309  1.682  0.859  0.151
H  1.249  0.245  1.183  0.169
H  1.187  1.544  -1.547  0.177
H  2.302  2.052  -0.350  0.176



# 7
2 unconnected molecules or ions with the total composition C3H9N2S in a non-equilibrium geometry, computed with the ωB97M-V functional and the def2-TZVPD basis.

Its largest force on an atom is 3.76 eV Å⁻¹. The energy relative to the best compared isomer or geometry (same formula, charge and spin) is 76.2 kcal/mol. For the molecular weight, the calculation gives 105.19 g/mol. Its total charge is +1. As for the lowest unoccupied orbital energy: -5.988 eV.

Each line ends with the natural charge from an NBO analysis.
Geometry (Å):
C  -0.971  1.320  0.124  0.078
C  -0.373  -0.689  1.319  -0.580
C  -0.415  0.849  1.315  -0.229
N  -0.377  0.097  -2.487  -1.134
N  0.984  1.262  1.243  -0.766
S  -1.138  2.314  -0.978  0.748
H  0.360  -1.117  1.990  0.248
H  -0.084  -0.984  0.306  0.224
H  -1.353  -0.973  1.568  0.229
H  -1.294  1.244  2.057  0.265
H  0.647  -0.017  -2.686  0.391
H  -0.749  0.175  -3.474  0.385
H  1.525  0.778  1.914  0.389
H  -0.826  -0.728  -2.126  0.373
H  1.115  2.220  1.477  0.379



# 8
2 unconnected molecules or ions with the total composition C3H9N2Se in a non-equilibrium geometry, computed with the ωB97M-V functional and the def2-TZVPD basis.

Its largest force on an atom is 4.75 eV Å⁻¹. The energy relative to the best compared isomer or geometry (same formula, charge and spin) is 94.7 kcal/mol. For the molecular weight, the calculation gives 152.08 g/mol. Its total charge is +1. As for the lowest unoccupied orbital energy (alpha / beta): -4.517 / -4.517 eV.

Each line ends with the natural charge from an NBO analysis.
Geometry (Å):
C  -0.480  1.283  -0.485  -0.275
C  0.907  1.426  0.122  -0.569
C  0.267  -0.880  0.182  -0.005
N  0.098  -2.211  -0.361  -0.859
N  -0.953  -0.017  -0.011  -0.581
Se  1.827  -0.186  -0.475  0.503
H  -1.272  2.125  -0.292  0.259
H  -0.400  1.449  -1.573  0.258
H  1.404  2.296  -0.225  0.265
H  0.879  1.418  1.218  0.247
H  0.188  -0.722  2.113  0.018
H  0.979  -2.780  -0.657  0.428
H  -0.443  -2.763  0.220  0.390
H  -1.445  0.230  0.813  0.453
H  -1.554  -0.669  -0.590  0.467



Q: Look up the molecular weight of the sixth one.
A: 105.19 g/mol



Q: The highest molecular weight belongs to which entry?
A: C3H9N2Se



Q: The highest molecular weight belongs to which entry?
A: C3H9N2Se



Q: The highest energy relative to the best compared isomer or geometry (same formula, charge and spin) belongs to which entry?
A: C3H9N2O2